(1)
{
  "formula": "C22H34N2O6P2Sr",
  "method": "the ωB97M-V functional and the def2-TZVPD basis",
  "homo_lumo_gap_ev": 3.995,
  "molar_mass_g_mol": 572.09,
  "e_above_lowest_kj_mol": 378.8,
  "fmax_ha_per_bohr": 0.0602,
  "e_homo_ha": -0.186,
  "lumo_energy_ev": -1.07,
  "symbols": ["P", "P", "C", "C", "H", "H", "H", "H", "C", "H", "H", "H", "C", "H", "H", "H", "C", "H", "H", "H", "C", "H", "H", "H", "Sr", "C", "C", "C", "C", "C", "C", "C", "C", "C", "H", "H", "H", "H", "H", "H", "H", "H", "H", "H", "H", "H", "H", "H", "H", "O", "C", "O", "C", "C", "C", "C", "C", "C", "N", "O", "O", "N", "O", "O", "H", "H", "H"],
  "xyz": [[-0.259, -2.093, -3.992], [-0.140, 1.738, -3.605], [-0.642, -0.686, -5.147], [0.247, 0.564, -4.995], [-1.712, -0.442, -5.017], [-0.517, -1.117, -6.154], [1.317, 0.315, -4.932], [0.118, 1.187, -5.896], [-1.835, 2.237, -3.882], [-2.152, 2.928, -3.094], [-2.517, 1.382, -3.918], [-1.870, 2.766, -4.847], [0.900, 3.159, -3.948], [0.474, 3.691, -4.799], [1.910, 2.824, -4.203], [0.946, 3.840, -3.094], [-1.556, -3.306, -4.414], [-1.688, -3.979, -3.557], [-1.234, -3.896, -5.285], [-2.494, -2.786, -4.637], [1.164, -2.875, -4.891], [1.956, -2.134, -5.098], [0.782, -3.276, -5.837], [1.578, -3.694, -4.281], [-1.752, 0.641, 1.712], [1.707, 0.828, -1.906], [0.266, 0.971, -1.981], [-0.784, -0.183, -1.679], [-0.397, -1.384, -0.807], [0.240, -2.578, -1.557], [1.581, -2.687, -1.784], [2.354, -1.511, -2.223], [2.389, -0.282, -1.266], [-0.775, -1.463, 2.558], [2.273, 1.765, -1.975], [-0.018, 1.807, -1.282], [-1.155, -0.561, -2.656], [-1.718, 0.284, -1.280], [0.227, -1.062, 0.038], [-1.316, -1.766, -0.327], [-0.401, -3.457, -1.692], [2.105, -3.644, -1.777], [1.917, -1.171, -3.184], [3.389, -1.796, -2.443], [1.985, -0.537, -0.281], [3.451, -0.005, -1.144], [0.003, -1.140, 3.270], [-0.445, -2.337, 1.986], [-1.713, -1.659, 3.097], [-2.374, 1.195, 3.994], [-1.141, 1.375, 4.316], [-0.207, 1.435, 3.432], [-0.749, 1.428, 5.769], [-1.600, 1.991, 6.724], [-1.184, 2.079, 8.081], [0.038, 1.528, 8.489], [0.869, 0.928, 7.529], [0.494, 0.921, 6.171], [2.082, 0.282, 7.952], [2.379, 0.307, 9.166], [2.780, -0.294, 7.092], [-1.962, 2.787, 9.058], [-3.023, 3.343, 8.709], [-1.520, 2.834, 10.225], [-2.581, 2.372, 6.428], [0.340, 1.585, 9.529], [1.173, 0.483, 5.443]],
  "forces_ev_per_angstrom": [[0.634, 0.560, -0.808], [1.052, -2.040, -0.660], [-0.245, -0.490, -0.643], [-0.272, 0.317, -0.022], [0.349, -0.042, -0.136], [-0.188, 0.550, -0.002], [-0.313, 0.086, 0.191], [0.105, -0.104, 0.169], [-0.487, 0.606, -0.275], [-0.027, -0.095, -0.110], [0.196, 0.122, 0.078], [-0.198, -0.111, 0.266], [0.078, 0.257, 0.052], [0.017, 0.036, -0.035], [-0.205, -0.032, 0.195], [-0.013, -0.120, -0.041], [-0.036, -0.178, -0.340], [-0.112, 0.115, -0.279], [-0.388, 0.073, 0.182], [0.066, -0.245, 0.096], [-0.128, 0.174, -0.049], [-0.330, -0.401, 0.138], [0.223, -0.004, 0.097], [-0.093, 0.353, -0.225], [0.534, -0.001, -0.114], [0.393, 1.612, -1.295], [-0.833, 0.691, 1.491], [-0.661, 0.767, -0.842], [-0.294, 0.050, -0.866], [1.363, -0.503, 1.137], [-0.755, -0.541, 0.565], [0.972, -0.268, 0.868], [0.657, -0.729, -0.683], [0.007, 0.222, -0.326], [-0.444, -0.115, 0.312], [-0.764, 0.295, 0.089], [0.210, 0.116, 0.873], [0.556, 0.103, 0.086], [-0.093, -0.348, -0.400], [0.271, 0.044, -0.271], [0.328, 0.012, 0.852], [-0.594, -0.095, -0.575], [0.106, 0.020, 0.463], [-0.074, -0.141, -0.055], [0.359, -0.254, 0.133], [-0.491, -0.097, 0.185], [-0.289, -0.283, -0.185], [-0.155, 0.020, 0.317], [0.171, -0.511, 0.308], [1.250, 0.545, 0.769], [0.127, -0.479, -1.859], [-1.378, 0.418, 1.587], [0.215, 0.150, 0.775], [-0.087, 0.170, 0.788], [1.210, -0.900, -1.854], [0.022, 0.016, -0.312], [-2.019, 0.809, -0.660], [0.304, -0.197, 0.453], [2.628, -1.387, 0.872], [-0.756, 0.111, -2.235], [-1.442, 1.178, 1.434], [-1.582, 1.470, 2.095], [1.920, -1.144, 0.310], [-0.755, -0.152, -2.068], [0.416, -0.105, 0.139], [-0.045, -0.062, -0.214], [-0.194, 0.103, 0.073]]
}

=====

(2)
{
  "formula": "C22H34N4O2",
  "method": "the ωB97M-V functional and the def2-TZVPD basis",
  "homo_lumo_gap_ev": 8.825,
  "molar_mass_g_mol": 386.54,
  "e_above_lowest_kj_mol": 142.5,
  "fmax_ha_per_bohr": 0.0112,
  "e_homo_ha": -0.296,
  "lumo_energy_ev": 0.77,
  "symbols": ["O", "C", "N", "C", "C", "C", "C", "C", "C", "H", "H", "H", "N", "C", "O", "C", "N", "C", "C", "C", "C", "C", "H", "C", "H", "H", "H", "H", "H", "H", "H", "H", "H", "H", "H", "H", "H", "H", "H", "H", "C", "N", "C", "C", "H", "C", "H", "H", "C", "C", "H", "H", "C", "H", "H", "H", "H", "H", "H", "H", "H", "H"],
  "xyz": [[-3.986, -3.267, 0.604], [-3.784, -2.201, 0.066], [-2.584, -1.723, -0.342], [-1.309, -2.263, -0.192], [-0.235, -1.470, -0.592], [1.064, -1.939, -0.460], [1.288, -3.209, 0.068], [0.216, -3.991, 0.455], [-1.083, -3.532, 0.332], [-1.917, -4.139, 0.639], [0.394, -4.975, 0.863], [2.300, -3.575, 0.173], [2.170, -1.176, -0.837], [2.224, 0.089, -1.321], [1.276, 0.797, -1.583], [3.670, 0.533, -1.557], [4.564, -0.058, -0.580], [5.943, -0.192, -1.021], [6.861, 1.019, -0.799], [7.560, 0.972, 0.557], [6.623, 1.188, 1.743], [5.418, 0.247, 1.774], [5.737, -0.790, 1.670], [4.368, 0.584, 0.717], [3.382, 0.264, 1.075], [4.323, 1.681, 0.609], [4.942, 0.345, 2.752], [7.197, 1.055, 2.663], [6.259, 2.218, 1.732], [8.057, 0.003, 0.661], [8.336, 1.741, 0.587], [6.288, 1.942, -0.898], [7.624, 1.022, -1.580], [6.375, -1.058, -0.508], [5.912, -0.439, -2.085], [3.944, 0.186, -2.558], [3.686, 1.634, -1.565], [3.082, -1.581, -0.648], [-0.408, -0.488, -0.999], [-2.634, -0.786, -0.735], [-4.921, -1.226, -0.266], [-4.433, 0.133, -0.390], [-5.125, 0.950, -1.367], [-6.616, 1.203, -1.090], [-7.034, 0.307, -0.627], [-6.907, 2.424, -0.212], [-7.914, 2.311, 0.197], [-6.911, 3.321, -0.835], [-5.919, 2.651, 0.938], [-5.411, 1.373, 1.606], [-6.212, 0.635, 1.670], [-5.102, 1.607, 2.627], [-4.191, 0.776, 0.889], [-3.724, 0.031, 1.540], [-3.462, 1.576, 0.721], [-6.412, 3.277, 1.685], [-5.056, 3.214, 0.575], [-7.134, 1.337, -2.041], [-5.025, 0.439, -2.331], [-4.592, 1.901, -1.441], [-5.338, -1.549, -1.225], [-5.700, -1.363, 0.496]],
  "forces_ev_per_angstrom": [[-0.097, -0.233, 0.110], [-0.133, 0.258, -0.097], [0.164, 0.346, -0.237], [0.345, -0.434, 0.158], [-0.073, 0.085, -0.028], [-0.415, -0.071, 0.020], [0.059, 0.021, -0.007], [0.118, 0.159, -0.064], [-0.254, -0.091, 0.056], [-0.037, -0.023, 0.007], [0.014, -0.081, 0.034], [0.120, -0.045, 0.005], [0.207, -0.331, 0.059], [0.341, -0.009, -0.015], [-0.207, 0.185, -0.084], [0.003, 0.087, -0.017], [0.012, 0.085, -0.141], [0.203, 0.009, -0.104], [0.086, -0.263, 0.068], [-0.141, 0.295, 0.016], [0.165, -0.269, -0.018], [-0.066, 0.299, -0.044], [-0.019, -0.130, 0.072], [-0.164, -0.153, 0.227], [0.045, 0.126, 0.007], [-0.022, -0.042, -0.013], [-0.009, -0.086, -0.028], [-0.012, 0.087, 0.028], [-0.008, 0.045, 0.049], [0.066, -0.029, -0.012], [0.070, -0.068, 0.020], [-0.010, 0.116, -0.086], [-0.037, 0.051, -0.041], [0.084, 0.037, -0.111], [-0.009, -0.058, 0.084], [-0.005, 0.033, 0.043], [-0.079, -0.137, 0.015], [-0.088, 0.192, 0.000], [0.002, 0.070, -0.034], [-0.125, -0.158, 0.128], [0.025, 0.037, 0.083], [-0.056, -0.052, -0.078], [-0.258, -0.085, -0.229], [0.159, 0.160, -0.017], [-0.053, -0.063, -0.050], [0.052, -0.045, 0.026], [-0.024, 0.087, -0.023], [-0.093, 0.013, -0.005], [-0.194, -0.106, 0.047], [0.226, 0.140, -0.125], [-0.063, -0.095, 0.105], [-0.027, -0.067, 0.033], [-0.060, 0.010, 0.205], [0.080, 0.068, -0.014], [0.010, -0.024, 0.114], [0.075, 0.070, -0.031], [0.030, 0.067, 0.040], [-0.040, -0.085, -0.002], [0.018, 0.109, 0.021], [0.037, 0.032, -0.093], [-0.027, 0.008, 0.049], [0.086, -0.054, -0.076]]
}